Density functional theory data (ωB97M-V/def2-TZVPD) for a molecular structure, C17H24N3O6Pd.

- ⟨S²⟩ = 2.01
- ΔE to the lowest compared entry with this formula, charge and spin (kJ/mol) = 0.00
- E (hartree) = -1405.5565
- total charge = +1
- multiplicity = 3

Geometry as XYZ:
```
51
Properties=species:S:1:pos:R:3:forces:R:3
Pd 1.1187 -0.2033 0.0401 0.05 0.16 0.12
C 3.1921 -4.1511 1.3558 -0.02 0.03 0.00
C 3.1994 -2.7087 0.9640 0.07 -0.10 -0.05
C 4.4636 -1.9214 1.0625 0.00 0.00 0.01
O 2.4837 -2.3869 -0.1349 -0.01 0.10 -0.10
C 2.1323 -1.7641 2.5854 -0.04 0.02 0.09
O 2.3139 -2.4827 3.4969 -0.01 0.01 -0.01
O 1.6828 -0.7594 2.1071 0.02 -0.03 -0.04
H 3.7417 -4.7169 0.5967 0.00 -0.01 0.01
H 2.1761 -4.5453 1.4109 0.00 0.00 -0.01
H 3.6731 -4.2958 2.3188 0.00 0.01 0.00
H 5.1873 -2.3255 0.3462 0.01 0.01 0.00
H 4.8955 -1.9970 2.0588 0.00 -0.01 0.00
H 4.2912 -0.8752 0.8118 0.00 0.00 0.01
H 1.7006 -2.9562 -0.2194 -0.03 0.02 0.03
N -3.4860 -3.1855 1.6601 0.00 0.02 -0.02
C -2.1576 -3.6795 1.3180 -0.04 -0.05 0.05
C -1.2752 -2.5423 0.8324 -0.04 0.00 -0.01
O -0.1750 -2.7165 0.3618 0.02 0.05 0.03
O -1.8034 -1.3381 0.9864 0.06 -0.02 -0.05
H -3.8101 -3.5298 2.5523 0.00 0.01 0.01
H -4.1762 -3.4268 0.9621 0.00 -0.01 0.00
H -2.7020 -1.5075 1.3659 -0.03 -0.03 0.02
H -2.1499 -4.4571 0.5537 0.00 0.00 0.00
H -1.6618 -4.0938 2.1973 0.00 -0.02 -0.01
C -2.5542 3.7755 -1.5240 -0.01 -0.05 -0.01
N -1.7882 2.7179 -2.1557 0.08 0.05 0.06
N -0.7842 2.0421 -1.4932 -0.03 -0.10 0.05
C -0.3690 0.9792 -2.2587 0.17 0.12 0.22
O 0.6288 0.2820 -1.9361 -0.18 -0.31 -0.26
C -1.2205 0.9550 -3.3898 0.05 0.08 -0.05
C -2.0654 2.0331 -3.2822 -0.08 0.01 -0.05
C -3.1666 2.4738 -4.1818 0.02 -0.02 -0.01
C -0.0845 2.5382 -0.3560 -0.11 -0.05 0.03
C -0.2554 1.8768 0.8611 0.00 -0.01 -0.11
C 0.4873 2.2863 1.9637 0.02 0.06 -0.02
C 1.3610 3.3599 1.8471 -0.02 -0.05 0.05
C 1.5038 4.0212 0.6358 -0.01 0.03 -0.07
C 0.7894 3.6044 -0.4795 0.07 0.06 0.06
H -2.2007 3.8976 -0.5039 0.00 0.01 0.00
H -3.6120 3.5170 -1.5001 0.00 0.00 0.01
H -2.4197 4.7167 -2.0549 0.00 0.01 0.00
H -1.1714 0.2483 -4.1982 0.00 0.00 0.00
H -3.2243 1.8129 -5.0424 0.00 0.00 0.00
H -2.9999 3.4911 -4.5376 0.00 0.00 0.00
H -4.1286 2.4524 -3.6672 0.00 -0.01 0.00
H -0.9933 1.0839 0.9340 0.02 0.01 0.03
H 0.3720 1.7741 2.9089 0.00 -0.01 0.00
H 1.9325 3.6847 2.7060 0.00 -0.01 0.00
H 2.1887 4.8543 0.5528 0.00 0.00 0.00
H 0.9195 4.0879 -1.4391 0.00 0.00 0.00
```
Positions in Å, forces in eV/Å.

Mulliken population analysis, charges in e, atoms 1 to 2: 0.773, -1.344

---

Density functional theory data (ωB97M-V/def2-TZVPD) for C17H24N4O3 in the gas phase at a distorted geometry.

- structure (SMILES) = NCCCC[C@H](NC(=O)[C@@H](N)Cc1c[nH]c2ccccc12)C(=O)O
- ΔE to the lowest compared entry with this formula, charge and spin (kJ/mol) = 136.79
- E (hartree) = -1106.9550

Geometry as XYZ:
```
48
Properties=species:S:1:pos:R:3:forces:R:3
N 2.7116 0.7203 6.0379 2.15 0.77 0.37
C 1.4794 0.5550 5.3577 -0.37 0.89 -1.91
C 1.5724 0.2538 3.8343 -0.54 -0.17 -0.15
C 0.1142 0.2388 3.2900 1.08 -0.94 -0.09
C 0.1222 -0.0206 1.7602 0.51 -0.69 0.88
C -1.2468 0.0836 1.0721 -0.25 0.61 1.01
N -1.7277 1.4828 0.9630 0.36 -0.36 -0.20
C -1.6744 2.2757 -0.1609 -0.16 1.02 0.32
O -1.7287 3.4997 -0.1272 0.01 -0.84 0.42
C -1.6027 1.5574 -1.4543 0.12 -1.47 -2.19
N -2.1941 2.2907 -2.6166 0.07 -0.30 1.58
C -0.1353 1.2863 -1.8606 -0.05 -0.24 -0.97
C -0.0673 0.2807 -3.0312 0.89 -0.44 -0.56
C -0.5650 0.3919 -4.3207 -0.33 0.97 1.40
N -0.3618 -0.7404 -5.0608 0.36 -0.58 0.30
C 0.3854 -1.6436 -4.2586 0.20 -0.05 -1.59
C 0.9240 -2.9069 -4.5936 -0.75 -0.16 0.05
C 1.7758 -3.5307 -3.6840 -0.21 -1.11 -2.22
C 2.1144 -2.8895 -2.5292 0.29 0.66 2.24
C 1.5213 -1.6963 -2.1435 -0.27 0.59 -0.02
C 0.6644 -1.0120 -3.0394 -0.59 0.36 0.70
C -2.3258 -0.7271 1.8440 1.38 -2.13 0.46
O -2.0327 -1.7308 2.4930 -0.92 2.17 -1.27
O -3.5796 -0.3193 1.6728 -0.34 0.02 -0.07
H 3.3278 -0.0451 5.8301 0.02 -0.90 0.26
H 3.3104 1.4776 5.6619 -1.08 -0.06 0.26
H 0.9185 1.5003 5.4065 -0.03 -0.27 0.42
H 0.8986 -0.2311 5.8342 -0.11 -0.02 0.07
H 2.2129 0.9699 3.2380 -0.60 -0.47 0.90
H 2.0010 -0.7495 3.6939 0.07 0.17 -0.04
H -0.4231 -0.5748 3.8708 0.27 1.20 -0.92
H -0.2671 1.2258 3.4988 -0.63 0.33 0.24
H 0.5140 -1.0668 1.6748 -0.36 0.84 -0.39
H 0.8590 0.6814 1.2955 -0.66 -0.55 0.13
H -1.1599 -0.3578 0.0911 -0.17 -0.09 -0.31
H -1.6894 1.9964 1.8279 0.04 0.24 0.16
H -2.0877 0.5471 -1.3637 0.16 0.99 -0.25
H -3.1850 2.2823 -2.4435 -0.66 -0.05 -0.29
H -1.9650 3.2577 -2.4156 0.23 0.37 -0.20
H 0.3851 0.8487 -1.0109 0.36 0.11 -0.01
H 0.3135 2.2797 -2.1150 -0.16 -0.83 0.25
H -1.0676 1.2915 -4.6900 0.07 -0.75 -0.09
H -0.7254 -0.8591 -6.0139 0.54 -0.14 1.00
H 0.5835 -3.4628 -5.4827 0.34 0.55 0.34
H 2.1824 -4.5400 -3.9571 -0.36 1.14 0.44
H 2.8049 -3.3228 -1.8032 -0.17 -0.14 -0.34
H 1.7254 -1.2958 -1.1400 0.03 -0.05 -0.55
H -3.6101 0.4478 1.0673 0.24 -0.20 0.43
```
Positions in Å, forces in eV/Å.

Mulliken population analysis, charges in e, atoms 1 to 2: -0.660, -0.642

---

Which formula does entry 2 have?
C17H24N4O3

---

Which of these has the highest E?
C17H24N4O3